No. 1
Here is C30H28F3N2O2ScSi as an isolated structure in a non-equilibrium geometry from OMol25. Energies are from ωB97M-V/def2-TZVPD.

Last column: natural (NBO) charge in e.
CARTESIAN COORDINATES (ANGSTROEM)
Sc: -0.875 -2.097 -0.908  1.8314
O: -0.470 -2.070 1.078  -0.3639
N: -1.610 -2.523 0.942  -0.1205
F: 8.745 -1.759 -1.249  -0.3139
C: 8.049 -2.620 -0.501  0.9697
F: 8.333 -2.341 0.784  -0.3203
F: 8.534 -3.843 -0.743  -0.3106
C: 6.563 -2.548 -0.752  -0.1167
C: 6.029 -1.648 -1.668  -0.1929
C: 4.662 -1.613 -1.867  -0.1337
C: 3.824 -2.479 -1.155  -0.2218
C: 4.374 -3.373 -0.229  -0.1648
C: 5.737 -3.405 -0.029  -0.1642
C: 2.417 -2.414 -1.321  0.1524
C: 1.205 -2.317 -1.450  -0.7247
H: 6.676 -0.979 -2.216  0.2423
H: 4.228 -0.923 -2.576  0.2133
H: 3.721 -4.027 0.329  0.2288
H: 6.171 -4.087 0.686  0.2417
C: -2.443 3.128 -1.879  -0.7673
C: -1.100 3.549 -1.496  0.6340
C: 0.055 3.016 -2.208  -0.7713
C: -0.916 4.540 -0.445  -0.7734
Si: -1.007 0.659 0.737  2.1210
O: -1.190 -0.027 -0.648  -1.3128
C: -2.556 0.964 1.746  -0.6443
C: -3.551 -0.021 1.769  -0.1036
C: -4.696 0.150 2.524  -0.2182
C: -4.873 1.307 3.268  -0.1436
C: -3.901 2.294 3.249  -0.1927
C: -2.751 2.125 2.500  -0.1891
C: 0.743 1.059 1.270  -0.5736
C: 1.029 1.703 2.477  -0.1804
C: 2.339 1.893 2.880  -0.2122
C: 3.383 1.430 2.095  -0.1311
C: 3.115 0.799 0.888  -0.1993
C: 1.809 0.610 0.476  -0.2018
H: -2.896 3.915 -2.497  0.3323
H: -3.101 3.032 -1.014  0.2857
H: -2.445 2.214 -2.467  0.2633
H: 0.005 3.313 -3.262  0.3229
H: 0.020 1.924 -2.226  0.3098
H: 1.003 3.351 -1.797  0.2651
H: -0.626 5.491 -0.912  0.3363
H: -0.071 4.291 0.199  0.2973
H: -1.812 4.722 0.142  0.2631
H: -3.402 -0.940 1.208  0.2089
H: -5.448 -0.623 2.545  0.2369
H: -5.757 1.434 3.874  0.2424
H: -4.041 3.193 3.828  0.2384
H: -1.998 2.899 2.503  0.2095
H: 0.223 2.041 3.110  0.2197
H: 2.552 2.392 3.812  0.2413
H: 4.404 1.566 2.417  0.2418
H: 3.934 0.454 0.276  0.2419
H: 1.606 0.091 -0.457  0.2417
C: -5.911 -2.459 -1.374  -0.1148
C: -5.235 -1.363 -1.889  -0.2324
C: -3.852 -1.377 -1.911  0.0525
N: -3.114 -2.405 -1.458  -0.5741
C: -3.782 -3.473 -0.982  0.0670
C: -5.164 -3.537 -0.922  -0.2310
H: -6.988 -2.475 -1.330  0.2477
H: -5.772 -0.516 -2.282  0.2405
H: -3.303 -0.530 -2.315  0.2019
H: -3.184 -4.317 -0.642  0.2186
H: -5.643 -4.422 -0.537  0.2537

Properties
**Kohn-Sham gap (spin up / spin down)**: 4.51 / 4.52 eV
**Lowest unoccupied orbital energy (spin up / spin down)**: -8.35 / -8.35 eV
**Charge**: +2
**Energy relative to the best compared isomer or geometry (same formula, charge and spin)**: 32.3 kcal/mol

No. 2
Here is C3H5BiO4 as an isolated structure in a non-equilibrium geometry from OMol25. Energies are from ωB97M-V/def2-TZVPD.

Last column: natural (NBO) charge in e.
CARTESIAN COORDINATES (ANGSTROEM)
O: 2.020 -3.170 2.730  -0.3956
C: 1.466 -2.416 1.968  0.9256
O: 0.254 -2.323 1.588  -0.7839
O: 2.192 -1.428 1.272  -0.8357
H: 3.142 -1.431 1.438  0.6002
C: -0.609 1.799 -1.018  0.6128
O: 0.129 0.978 -0.478  -0.8131
C: -1.953 1.515 -1.546  -0.7589
H: -1.921 1.802 -2.615  0.3290
H: -0.258 2.845 -1.063  0.2226
H: -2.245 0.466 -1.446  0.2417
H: -2.664 2.211 -1.072  0.3283
Bi: 0.449 -0.848 0.241  2.3269

Properties
**Kohn-Sham gap**: 7.85 eV
**Lowest unoccupied orbital energy**: -11.90 eV
**Charge**: +2
**Energy relative to the best compared isomer or geometry (same formula, charge and spin)**: 5.9 kcal/mol

No. 3
Here is one molecule with the formula C18H27N3O from OMol25. Energies are from ωB97M-V/def2-TZVPD.

Last column: natural (NBO) charge in e.
CARTESIAN COORDINATES (ANGSTROEM)
C: -4.490 -3.106 0.004  -0.5996
C: -3.852 -2.105 -0.950  -0.3837
C: -2.931 -1.135 -0.213  -0.4252
C: -2.307 -0.116 -1.163  -0.3701
H: -3.072 0.581 -1.512  0.2099
H: -1.904 -0.636 -2.036  0.2021
C: -1.163 0.696 -0.531  -0.1023
N: -1.594 1.365 0.680  -0.6139
C: -1.273 2.654 0.936  0.6923
O: -0.755 3.380 0.111  -0.6412
C: -1.649 3.107 2.330  -0.7109
H: -2.689 2.870 2.539  0.2262
H: -1.020 2.598 3.058  0.2319
H: -1.495 4.179 2.415  0.2396
H: -1.852 0.754 1.439  0.4095
C: 0.015 -0.172 -0.211  0.4057
N: 0.014 -1.020 0.782  -0.5196
C: 1.247 -1.619 0.764  0.1619
C: 1.784 -2.598 1.592  -0.2255
C: 3.070 -3.018 1.332  -0.2278
C: 3.814 -2.487 0.276  -0.2170
C: 3.298 -1.515 -0.557  -0.2372
C: 2.006 -1.082 -0.302  0.0866
N: 1.190 -0.156 -0.909  -0.3648
C: 1.558 0.698 -2.008  -0.2041
C: 1.919 2.131 -1.594  -0.4239
C: 3.082 2.225 -0.602  -0.3981
C: 2.636 2.127 0.854  -0.6094
H: 1.864 2.866 1.055  0.2114
H: 3.477 2.318 1.518  0.2086
H: 2.242 1.143 1.091  0.2031
H: 3.573 3.191 -0.741  0.2067
H: 3.821 1.449 -0.814  0.1921
H: 2.183 2.660 -2.513  0.2092
H: 1.051 2.633 -1.163  0.2387
H: 0.732 0.726 -2.727  0.2072
H: 2.416 0.235 -2.502  0.2090
H: 3.885 -1.115 -1.371  0.2130
H: 4.818 -2.848 0.108  0.2127
H: 3.519 -3.776 1.956  0.2124
H: 1.204 -3.006 2.404  0.2205
H: -0.866 1.489 -1.223  0.2467
H: -2.136 -1.692 0.286  0.2337
H: -3.511 -0.614 0.552  0.1895
H: -3.277 -2.644 -1.707  0.1931
H: -4.634 -1.543 -1.467  0.1910
H: -5.132 -3.798 -0.537  0.2073
H: -3.724 -3.679 0.520  0.2035
H: -5.093 -2.592 0.750  0.1992

Properties
**Kohn-Sham gap**: 9.26 eV
**Lowest unoccupied orbital energy**: 0.81 eV
**Charge**: 0
**Energy relative to the best compared isomer or geometry (same formula, charge and spin)**: 3.7 kcal/mol
**Structure (SMILES)**: CCCC[C@@H](NC(C)=O)c1nc2ccccc2n1CCCC

No. 4
Here is one molecule with the formula C21H21N3O4 in a non-equilibrium geometry from OMol25. Energies are from ωB97M-V/def2-TZVPD.

Last column: natural (NBO) charge in e.
CARTESIAN COORDINATES (ANGSTROEM)
O: -0.215 0.219 -1.938  -0.5758
O: 4.832 -0.688 -2.310  -0.6039
N: -2.449 -0.248 1.134  -0.4753
N: 1.285 0.586 3.975  -0.4255
O: 5.827 0.277 -0.487  -0.6810
O: -0.707 0.870 0.136  -0.4533
C: -1.060 0.398 -1.034  0.7588
C: 4.762 -0.136 -1.207  0.7944
C: -1.300 0.338 1.224  0.5703
C: 0.486 0.683 5.064  0.0573
C: 0.730 0.452 2.772  0.4237
C: -0.861 0.646 4.945  -0.2774
C: -5.085 -0.892 -1.311  -0.1656
C: -4.441 -0.770 -0.113  -0.2253
C: -1.462 0.532 3.717  -0.1101
C: -4.448 -0.526 -2.499  -0.2297
C: -3.123 -0.309 -0.097  0.1565
C: -0.672 0.455 2.564  -0.1694
C: -2.434 -0.004 -1.268  -0.1703
C: -3.111 -0.077 -2.503  0.0653
N: 1.647 0.289 1.739  -0.5117
C: -1.837 -0.946 -4.521  -0.5965
C: -2.476 0.275 -3.881  -0.4201
C: 1.951 -1.083 1.296  -0.1893
C: 2.519 1.403 1.322  -0.1931
C: 3.305 -1.111 0.617  -0.4056
C: 2.934 1.278 -0.153  -0.4109
C: 3.362 -0.119 -0.557  -0.3107
H: 6.607 0.049 -1.004  0.4995
H: 0.948 0.731 6.046  0.1996
H: -1.447 0.795 5.858  0.2218
H: -6.125 -1.185 -1.377  0.2179
H: -4.915 -1.021 0.796  0.2267
H: -2.570 0.529 3.661  0.2406
H: -4.964 -0.542 -3.437  0.2155
H: -1.393 -0.678 -5.465  0.2117
H: -2.660 -1.636 -4.696  0.1971
H: -1.080 -1.378 -3.850  0.2261
H: -1.750 1.091 -3.713  0.2230
H: -3.187 0.701 -4.578  0.2059
H: 1.979 -1.795 2.137  0.1997
H: 1.171 -1.366 0.568  0.1774
H: 3.419 1.427 1.935  0.1755
H: 2.050 2.349 1.445  0.2076
H: 4.107 -0.908 1.320  0.2146
H: 3.429 -2.115 0.249  0.2230
H: 3.723 2.013 -0.408  0.2145
H: 2.071 1.540 -0.749  0.2242
H: 2.627 -0.396 -1.364  0.2525

Properties
**Kohn-Sham gap**: 7.96 eV
**Lowest unoccupied orbital energy**: -0.26 eV
**Charge**: 0
**Energy relative to the best compared isomer or geometry (same formula, charge and spin)**: 60.4 kcal/mol
**Structure (SMILES)**: CCc1cccc2nc(-c3cccnc3N3CCC(C(=O)O)CC3)oc(=O)c12

No. 5
Here is C35H35FN5O6S2Tc as an isolated structure from OMol25. Energies are from ωB97M-V/def2-TZVPD.

Last column: Löwdin spin population.
CARTESIAN COORDINATES (ANGSTROEM)
Tc: -1.177 0.506 -0.446  1.7587
N: -2.575 -4.535 4.844  0.0002
C: -2.536 -4.139 3.500  0.0003
C: -3.476 -4.623 2.593  -0.0001
C: -3.416 -4.253 1.258  0.0004
C: -2.407 -3.413 0.822  0.0004
C: -1.462 -2.922 1.717  0.0003
C: -1.529 -3.285 3.048  0.0000
S: -2.338 -2.893 -0.867  0.0032
O: -3.441 -3.506 -1.557  0.0002
O: -1.005 -3.138 -1.354  -0.0004
N: -2.480 -1.284 -0.761  0.0305
C: -3.538 -0.677 -0.181  0.0237
N: -3.213 0.630 0.078  -0.0010
C: -4.129 1.429 0.602  0.0176
C: -5.389 0.940 0.909  0.0012
C: -5.606 -0.410 0.674  0.0238
N: -4.709 -1.230 0.139  -0.0016
H: -3.494 -4.792 5.170  0.0000
H: -2.133 -3.883 5.473  0.0000
H: -4.264 -5.284 2.938  0.0000
H: -4.156 -4.596 0.548  0.0000
H: -0.697 -2.231 1.384  0.0002
H: -0.800 -2.892 3.748  0.0000
H: -3.836 2.455 0.783  0.0005
H: -6.150 1.575 1.337  -0.0004
H: -6.559 -0.863 0.931  0.0013
C: 4.634 3.144 -1.550  0.0037
C: 3.679 4.327 -1.694  0.0054
C: 4.036 5.245 -2.858  0.0012
C: 3.915 4.501 -4.180  0.0052
C: 2.617 3.737 -4.261  0.0635
C: 2.160 3.295 -5.522  0.1481
C: 0.976 2.596 -5.592  0.0202
F: 0.552 2.176 -6.815  -0.0079
C: 0.203 2.304 -4.494  0.1228
C: 0.636 2.743 -3.220  0.0251
C: -0.082 2.427 -2.050  0.2009
O: -1.193 1.687 -2.102  0.1851
C: 0.460 2.797 -0.773  0.0108
C: 1.620 3.485 -0.718  0.1391
N: 2.307 3.863 -1.856  0.0928
C: 1.871 3.464 -3.125  0.0395
C: 0.483 1.189 1.249  0.0051
O: 1.659 1.220 1.588  0.0018
O: -0.319 0.149 1.432  0.0642
H: 5.666 3.487 -1.439  0.0002
H: 4.574 2.494 -2.425  0.0010
H: 4.364 2.552 -0.673  0.0009
H: 3.699 4.909 -0.770  0.0004
H: 5.046 5.636 -2.719  -0.0001
H: 3.346 6.093 -2.848  0.0000
H: 4.763 3.818 -4.304  0.0021
H: 3.973 5.207 -5.012  0.0006
H: 2.720 3.510 -6.423  0.0122
H: -0.719 1.747 -4.579  0.0096
H: 2.098 3.726 0.222  0.0096
C: -0.250 2.209 0.407  -0.0261
C: -1.228 3.070 1.108  -0.0030
C: -1.835 4.144 0.442  -0.0050
C: -2.810 4.915 1.056  0.0004
C: -3.209 4.648 2.360  -0.0048
C: -2.605 3.597 3.040  0.0004
C: -1.629 2.824 2.429  -0.0040
H: -1.544 4.359 -0.579  -0.0006
H: -3.263 5.733 0.507  0.0001
H: -3.968 5.252 2.840  -0.0004
H: -2.895 3.375 4.061  0.0002
H: -1.181 2.003 2.974  -0.0001
C: 2.042 -1.986 -3.155  0.0001
C: 2.464 -0.532 -3.025  0.0014
S: 2.106 0.192 -1.414  0.0037
O: 0.674 -0.270 -1.191  0.0131
C: 3.101 -0.879 -0.324  0.0015
C: 2.259 -1.943 0.364  0.0002
H: 2.101 -2.292 -4.200  0.0000
H: 1.015 -2.120 -2.812  0.0000
H: 2.688 -2.646 -2.573  0.0000
H: 1.909 0.113 -3.711  0.0006
H: 3.531 -0.368 -3.201  0.0001
H: 3.523 -0.197 0.414  0.0000
H: 3.905 -1.296 -0.934  0.0000
H: 1.535 -1.463 1.021  -0.0001
H: 2.914 -2.575 0.966  0.0000
H: 1.712 -2.565 -0.343  0.0000

Properties
**2S+1**: 4
**Kohn-Sham gap (spin up / spin down)**: 4.71 / 6.67 eV
**Lowest unoccupied orbital energy (spin up / spin down)**: 2.38 / 2.36 eV
**Charge**: -1
**Energy relative to the best compared isomer or geometry (same formula, charge and spin)**: 0.0 kcal/mol

No. 6
Here is an isolated ion of composition C3H6FN2O and charge +1 in a non-equilibrium geometry from OMol25. Energies are from ωB97M-V/def2-TZVPD.

Last column: natural (NBO) charge in e.
CARTESIAN COORDINATES (ANGSTROEM)
C: -1.590 -1.392 -0.142  0.3891
C: -0.747 0.554 0.688  -0.2677
C: 0.721 0.732 0.371  0.2288
N: 1.575 -0.394 0.700  -0.0319
N: -1.205 -0.224 -0.480  -0.5304
O: 2.363 -0.802 -0.228  -0.4234
F: 0.974 1.143 -0.866  -0.3216
H: -1.908 -2.152 -0.897  0.2263
H: -1.109 -0.089 1.595  0.2879
H: -1.362 1.454 0.656  0.2565
H: 1.133 1.396 1.190  0.2311
H: -1.153 0.186 -1.440  0.4715
H: 2.310 -0.411 -1.148  0.4839

Properties
**Kohn-Sham gap (spin up / spin down)**: 9.68 / 5.00 eV
**Lowest unoccupied orbital energy (spin up / spin down)**: -5.41 / -7.68 eV
**Charge**: +1
**Energy relative to the best compared isomer or geometry (same formula, charge and spin)**: 138.2 kcal/mol

No. 7
Here is a 3-piece molecular cluster, C4H10O3 overall in a non-equilibrium geometry from OMol25. Energies are from ωB97M-V/def2-TZVPD.

Last column: natural (NBO) charge in e.
CARTESIAN COORDINATES (ANGSTROEM)
C: -1.285 0.635 1.351  -0.4393
C: -0.658 -0.535 1.089  0.2499
O: 0.738 -0.585 0.867  -0.7456
C: -1.325 -1.749 0.684  -0.2704
C: -2.595 -2.076 0.925  -0.3037
H: -0.953 1.299 2.138  0.2112
H: -2.160 0.880 0.761  0.2171
H: 1.219 -0.802 1.676  0.4936
H: -0.899 -2.159 -0.239  0.1948
H: -2.955 -1.993 1.947  0.1993
H: -3.230 -2.599 0.238  0.2015
H: 2.922 2.228 -3.213  0.4650
H: 2.542 2.167 -1.763  0.4827
O: 3.284 2.389 -2.338  -0.9491
H: 0.003 0.361 -1.811  0.4725
H: 1.019 0.556 -0.660  0.4960
O: 0.694 0.943 -1.492  -0.9755

Properties
**Kohn-Sham gap**: 8.83 eV
**Lowest unoccupied orbital energy**: -0.21 eV
**Charge**: 0
**Energy relative to the best compared isomer or geometry (same formula, charge and spin)**: 81.7 kcal/mol
**Structure (SMILES)**: C=CC(=C)O.O.O